DFT (ωB97M-V with the def2-TZVPD basis set) results for a molecular structure, C8H6N2O5Pd in a non-equilibrium geometry.

Atoms and positions in Å:
Pd: -0.61941 0.71180 -2.02004
O: 2.33522 1.27932 -2.75248
O: -0.90632 3.59987 -0.94060
O: -0.34569 -2.16104 -3.14271
O: -3.58726 0.15945 -1.33078
O: -1.48793 1.70985 -4.85223
N: -0.02522 0.02896 -0.08217
N: 0.65731 -0.75542 2.14381
C: 1.23749 1.07026 -2.48512
C: -2.48730 0.36601 -1.59084
C: 0.26632 -2.10725 2.68178
C: -1.16800 1.34218 -3.80882
C: -0.80130 2.52979 -1.34564
C: 0.28539 -0.32800 0.93084
C: 1.49870 0.07902 3.07420
C: -0.44860 -1.09348 -2.73052
H: 1.72840 -0.40023 4.04009
H: -0.83277 -2.15819 2.69790
H: 0.65530 -2.87002 1.99054
H: 0.64352 -2.32519 3.69450
H: 0.95699 1.01713 3.26776
H: 2.44516 0.30519 2.56052

- total charge = +2
- strongest force on any atom (eV Å⁻¹) = 9.01
- lowest unoccupied orbital energy (spin up / spin down) (eV) = -8.30 / -9.14
- spin multiplicity = 3
- ⟨S²⟩ = 2.010

=====

DFT (ωB97M-V with the def2-TZVPD basis set) results for a single C3H3NOS2 molecule in a non-equilibrium geometry.

Atoms and positions in Å:
S: 1.36893 1.04503 -0.04824
S: 0.13506 -1.52196 -1.02076
O: -2.68076 -1.05522 0.42759
N: -1.41834 0.82030 0.03190
C: -1.83568 -0.29547 0.16348
C: 1.34038 -0.90107 0.03155
C: -0.30610 1.54865 -0.14009
H: 1.37559 -1.12720 1.08735
H: -0.43107 2.50161 -0.40768
H: 2.45200 -1.01468 -0.12510

- strongest force on any atom (eV Å⁻¹) = 6.72
- lowest unoccupied orbital energy (eV) = -1.67

=====

DFT (ωB97M-V with the def2-TZVPD basis set) results for 9 unconnected molecules or ions with the total composition C35H63N8O in a non-equilibrium geometry.

Atoms and positions in Å:
O: 32.97822 11.73184 -26.99091
N: 27.66893 12.97966 -26.60202
N: 29.55598 18.36677 -27.03644
N: 31.70587 7.19860 -28.85847
N: 33.91967 6.03444 -26.47401
N: 29.40119 16.30811 -30.01077
N: 35.42845 14.81671 -28.49218
N: 37.32204 10.07442 -27.96450
N: 33.43129 12.28488 -23.44931
C: 29.87766 12.04431 -23.73733
C: 33.19214 8.48497 -25.93896
C: 33.65362 7.11970 -26.21214
C: 33.76372 17.19237 -30.89265
C: 32.72263 8.31790 -23.45524
C: 28.33158 10.63636 -27.56290
C: 27.90783 11.94402 -27.03530
C: 36.57580 9.46650 -28.58398
C: 32.78970 16.78547 -29.78427
C: 31.53399 13.44792 -27.91761
C: 30.13069 6.30007 -32.26169
C: 34.57866 15.58520 -28.49205
C: 31.07790 12.48529 -24.55989
C: 31.65128 11.12658 -28.86757
C: 31.41738 8.28171 -31.21673
C: 32.14518 8.59085 -24.84645
C: 29.20386 8.34962 -26.85513
C: 32.38210 12.37256 -23.90457
C: 28.93550 15.79651 -24.72250
C: 28.86494 12.84771 -30.47377
C: 29.67448 13.96390 -31.13459
C: 29.00210 9.81406 -26.44914
C: 31.33049 7.21691 -32.33188
C: 32.43258 12.22122 -28.12711
C: 29.52304 15.27829 -30.50348
C: 29.43411 15.91163 -26.16047
C: 29.48373 17.28822 -26.65964
C: 35.66701 8.61832 -29.36092
C: 27.35448 12.91324 -30.62006
C: 31.56187 7.65689 -29.90094
C: 33.49994 16.56452 -28.45044
C: 29.88070 12.51311 -22.28878
C: 36.79833 6.50435 -28.59114
C: 29.95780 16.22416 -23.67147
C: 36.39031 7.34069 -29.79449
H: 30.80147 10.75426 -28.27914
H: 29.89858 8.27706 -27.69541
H: 34.40784 16.34955 -31.15789
H: 33.53219 9.01167 -23.22118
H: 32.29014 10.26295 -29.06691
H: 35.90863 6.15112 -28.06757
H: 26.90014 13.77179 -30.11698
H: 29.51810 16.14516 -22.67674
H: 31.69068 9.58398 -24.83769
H: 33.16770 7.31901 -23.41724
H: 31.47324 7.66945 -33.31119
H: 32.20704 6.58572 -32.15119
H: 31.29751 7.92327 -25.03072
H: 30.10197 5.68926 -31.35681
H: 29.37552 14.11329 -32.17717
H: 34.76760 8.40770 -28.77603
H: 32.32882 8.86152 -31.37707
H: 37.40166 7.04284 -27.85942
H: 34.05544 9.09521 -25.66634
H: 28.88095 10.76155 -28.49141
H: 30.58890 8.98696 -31.26446
H: 31.97218 8.38376 -22.66806
H: 31.06408 13.81287 -28.84079
H: 32.03957 17.57396 -29.71033
H: 31.00381 13.54552 -24.82287
H: 30.27178 17.25686 -23.83181
H: 28.27547 7.85064 -27.14092
H: 28.73013 14.72717 -24.58157
H: 29.15716 6.78687 -32.36758
H: 30.25895 13.52484 -22.13157
H: 27.41002 10.08856 -27.79031
H: 32.83384 8.82819 -26.91366
H: 30.48216 15.61765 -26.27900
H: 37.38466 5.64199 -28.91536
H: 29.08051 12.83163 -29.40367
H: 35.30476 9.22696 -30.19561
H: 28.93605 12.33273 -21.78189
H: 26.85670 12.06368 -30.15113
H: 30.75503 13.33392 -27.15351
H: 28.83060 15.34500 -26.86955
H: 35.74797 6.74511 -30.44613
H: 27.06853 13.01226 -31.67051
H: 29.74745 10.95785 -23.77856
H: 30.83484 15.57754 -23.69930
H: 30.12971 5.55162 -33.06105
H: 33.21910 17.40908 -31.81377
H: 28.94665 12.38849 -24.20532
H: 29.65007 7.80417 -26.02409
H: 33.91880 17.52933 -28.13693
H: 32.23524 15.88785 -30.05990
H: 28.40487 9.79484 -25.53726
H: 37.28502 7.59350 -30.36786
H: 32.13231 14.28937 -27.55551
H: 32.79251 16.37685 -27.64234
H: 29.27963 11.93721 -30.91127
H: 29.98700 10.22986 -26.22571
H: 27.93364 16.18509 -24.53360
H: 30.65736 11.91920 -21.78616
H: 30.73313 13.70058 -31.14804
H: 31.22009 11.49560 -29.81619
H: 33.22333 12.54803 -28.84163
H: 31.13414 11.94972 -25.51079
H: 34.37488 18.04218 -30.59260

- total charge = -1
- strongest force on any atom (eV Å⁻¹) = 1.70
- lowest unoccupied orbital energy (eV) = 1.92

=====

DFT (ωB97M-V with the def2-TZVPD basis set) results for 6 unconnected molecules or ions with the total composition C6H20O5 in a non-equilibrium geometry.

Atoms and positions in Å:
O: 0.98012 2.84633 -1.26020
O: -1.91026 2.28278 -0.97500
O: -1.14967 -2.09780 1.83517
O: -2.75072 0.02612 1.16718
O: -1.90257 -2.35526 -0.94768
C: 1.42065 -0.05879 0.77172
C: 1.27212 1.14772 1.67360
C: 2.36748 -1.18248 -1.31795
C: 2.32823 -0.19394 -0.17511
C: 1.30793 -2.28570 -1.49329
C: 0.25399 1.93708 1.32046
H: 1.22173 -3.01922 -0.69744
H: 1.72390 3.43324 -1.04270
H: -2.13567 1.51054 -0.42157
H: 0.56548 -0.66681 1.01611
H: -2.19662 -2.89777 -1.67847
H: 0.29547 -1.91840 -1.70188
H: 1.37269 -2.61347 -2.54064
H: -0.81787 -1.86118 0.96497
H: -0.97394 -1.37570 2.43753
H: -2.46853 0.04597 2.08465
H: 2.18377 -0.52626 -2.15308
H: -3.54297 0.57051 1.14728
H: -0.34265 1.76817 0.45391
H: 2.00072 1.22913 2.49134
H: -0.13990 2.74791 1.90052
H: 0.53415 3.41666 -1.91158
H: 3.25435 0.36316 -0.03440
H: -1.36927 1.70985 -1.54481
H: -2.49891 -2.22948 -0.20700
H: 3.37958 -1.58677 -1.55626

- strongest force on any atom (eV Å⁻¹) = 1.90
- SMILES = C=C/C=C/CC.O.O.O.O.O
- lowest unoccupied orbital energy (eV) = 0.38

=====

DFT (ωB97M-V with the def2-TZVPD basis set) results for 2 unconnected molecules or ions with the total composition C7H17NSi in a non-equilibrium geometry.

Atoms and positions in Å:
Si: 0.10611 -1.79546 0.72836
N: 0.92416 -1.33954 2.07134
C: -3.09643 0.90328 1.15692
C: -0.76972 1.22269 1.86451
C: 2.86704 -0.51711 -2.03294
C: 0.45340 0.40309 -2.37853
C: -1.78636 0.27685 1.31529
C: -1.54006 -0.96881 0.93727
C: 1.33371 -0.76162 -2.07444
H: -3.48239 1.30299 2.03137
H: 3.03740 0.38132 -1.44932
H: -0.80743 2.23918 1.44836
H: 0.39094 0.50267 -3.45521
H: -3.80927 0.38316 0.56027
H: 0.71898 1.24622 -1.85668
H: 1.20154 -1.67663 -2.57323
H: 0.23223 0.78995 1.63271
H: -2.38949 -1.47307 0.42098
H: 0.18837 -3.07500 -0.00171
H: 1.81493 -1.82438 2.21705
H: 3.32081 -0.39095 -3.03882
H: -2.86086 1.83698 0.51873
H: 0.27327 -1.21806 2.84939
H: 3.38916 -1.17603 -1.46664
H: -0.56623 0.17561 -2.14126
H: -0.98530 1.31279 2.93586

- strongest force on any atom (eV Å⁻¹) = 4.25
- lowest unoccupied orbital energy (spin up / spin down) (eV) = 0.65 / 0.73

=====

DFT (ωB97M-V with the def2-TZVPD basis set) results for a gas-phase ion, C21H20B2F23N2O5S (charge -1) in a non-equilibrium geometry.

Atoms and positions in Å:
S: -1.54426 -1.48399 3.49017
F: 0.03512 0.08235 -6.93950
F: -3.63661 -2.44070 5.70927
F: -2.37593 -1.14106 -3.56604
F: -4.77988 -0.52934 -4.51187
F: 3.16931 -0.24341 -2.54018
F: -3.52670 0.45066 -6.08638
F: 2.01528 2.12501 -1.19619
F: -0.71576 -2.84425 -5.68721
F: -4.38802 -0.38850 6.21553
F: -2.87242 0.84911 4.16274
F: 1.77907 -1.53109 -5.95136
F: -1.78169 -1.51637 -7.14181
F: -4.54280 -1.61554 -6.44981
F: -2.20241 -0.94556 6.61532
F: -0.88203 0.77775 -5.01387
F: -1.64083 0.77491 1.38599
F: -4.12432 -0.90122 3.49248
F: 3.47631 1.84810 -3.24925
F: 1.02253 -1.59252 -3.85033
F: 0.66076 2.54072 -2.93947
F: -3.01592 -2.90707 -4.78965
F: 3.37700 0.14504 -5.26148
F: 1.77689 1.68684 -5.39778
O: 2.08711 -1.20753 4.25047
O: -0.94545 -2.50041 4.44676
O: 0.60270 1.02484 1.15595
O: -2.02533 -2.27901 2.29883
O: 0.31919 -1.16594 1.75949
N: 2.76938 -3.13971 1.52796
N: -1.14497 3.83477 0.98264
C: -1.62268 4.68952 3.28109
C: 2.11809 0.50882 -4.68595
C: -2.58727 -1.55002 -4.87964
C: 0.60593 -0.73005 -0.84050
C: -3.84835 -0.78714 -5.54771
C: -1.28353 -1.57486 -5.80453
C: 1.14200 -0.72130 -4.96308
C: 0.56490 0.43750 5.57839
C: -1.01771 3.60269 2.25814
C: -0.12816 -0.41261 2.90210
C: 3.08832 -2.11288 0.75930
C: 2.64080 -0.61424 1.02311
C: 4.03492 -2.49663 -0.49356
C: -2.97307 -0.54626 4.24975
C: 1.32795 1.46018 -2.26223
C: -0.27343 -0.35319 -5.61677
C: 0.18890 0.51203 -1.73660
C: -0.27598 2.36704 2.92970
C: 2.47290 0.82393 -3.16210
C: -3.26950 -1.08063 5.73504
C: -0.43043 0.99066 2.15392
B: 0.87216 -0.41637 4.20630
B: 1.02351 -0.34220 0.72087
H: -1.76870 5.70663 2.77146
H: -2.55371 4.31490 3.80917
H: 2.80791 -0.65213 4.61261
H: 1.16775 1.40848 5.46267
H: -0.73984 2.24018 3.97281
H: -0.84379 4.87924 4.10863
H: 2.96770 -0.19862 2.03807
H: -0.55109 1.16214 -1.14559
H: -0.38812 0.12522 -2.63552
H: -0.67807 3.05487 0.49067
H: 2.19581 -2.77927 2.30645
H: 1.36347 -1.44353 -1.30364
H: -0.35080 -1.36440 -0.71293
H: 0.96633 -0.10232 6.49147
H: 4.74833 -1.61643 -0.64733
H: 4.67416 -3.37245 -0.12555
H: 3.19593 0.03481 0.24441
H: -0.52501 0.75079 5.65813
H: 0.80816 2.67326 3.11991
H: 3.43550 -2.74170 -1.42760

- total charge = -1
- strongest force on any atom (eV Å⁻¹) = 7.82
- lowest unoccupied orbital energy (eV) = 2.11

=====

DFT (ωB97M-V with the def2-TZVPD basis set) results for a single C6H12N2O molecule.

Atoms and positions in Å:
O: 0.68519 -2.35190 1.96979
N: -0.01553 2.39466 -0.38111
N: 0.19292 1.23304 -1.16203
C: 1.06127 0.35920 1.60595
C: 0.26040 -0.44400 0.61455
C: -0.05420 -0.01392 -0.62268
C: -0.13128 -1.79482 1.02077
C: -1.19351 -2.45463 0.55083
C: -0.22528 1.44350 -2.53212
H: 0.15536 2.41123 -2.85112
H: -0.51098 -0.71000 -1.31369
H: -1.86952 -2.01630 -0.15578
H: 0.81342 2.60375 0.16609
H: 0.43934 1.07514 2.14600
H: 1.86599 0.89348 1.10399
H: -1.31648 1.44167 -2.64432
H: -1.41801 -3.45843 0.87304
H: 0.20164 0.66509 -3.16105
H: 1.50252 -0.31434 2.33441
H: -0.80072 2.27069 0.25590
H: 0.35747 -3.23312 2.18258

- strongest force on any atom (eV Å⁻¹) = 0.69
- SMILES = C=C(O)/C(C)=C/N(C)N
- lowest unoccupied orbital energy (eV) = 0.82